No. 1
13
Properties=species:S:1:pos:R:3:forces:R:3 method="wB97M-V/def2-TZVPD" e_tot_ha=-344.397787 relative_energy_ev=5.554 homo_ev=-7.9606
O 1.7918 0.1768 0.7997 0.1242 0.0188 0.3790
O 1.0260 1.7673 -0.7728 0.0359 0.1183 0.3214
C 0.7930 0.9756 0.3399 0.7941 -1.0621 -0.9819
C -2.1943 -0.3125 0.0907 0.0500 0.1460 0.1213
C 1.3564 -0.7299 -0.1872 -0.5828 1.6664 -0.0731
C -0.9750 -0.7783 0.1494 -0.0902 -0.3319 -0.2401
C 0.1412 -1.4623 -0.0826 -0.3365 -0.4105 0.3769
H 2.1361 -1.0181 -0.8846 0.0046 0.1240 -0.0111
H -2.8500 -0.5470 -0.7442 0.2099 0.1929 -0.0953
H 0.1520 -2.5494 -0.1731 -0.0632 0.0218 0.2108
H 0.1884 1.4302 1.1180 -0.1299 -0.1088 -0.1055
H 1.0274 2.6976 -0.5059 0.0261 -0.1229 -0.0090
H -2.5930 0.3501 0.8527 -0.0423 -0.2518 0.1068

=====

No. 2
13
Properties=species:S:1:pos:R:3:forces:R:3 method="wB97M-V/def2-TZVPD" e_tot_ha=-344.404310 relative_energy_ev=5.377 homo_ev=-9.4126
O -1.3952 -1.2843 -0.1959 0.1509 -0.2074 -0.0716
O 1.5119 -1.4597 -0.4120 -0.2249 0.1814 -0.1626
C -1.4141 1.0551 0.2296 -0.0244 0.0665 0.0164
C -0.6577 -0.2524 0.4213 0.1583 0.2741 0.0516
C 1.5612 0.8180 -0.7254 -0.0908 -0.4673 -0.0483
C 0.6624 -0.0862 -0.2738 -0.2422 0.1088 -0.0393
C 2.2626 -0.3631 -0.3218 0.5159 0.1659 0.1290
H -2.4060 0.9913 0.6833 0.1665 -0.0526 -0.0230
H -1.5262 1.2456 -0.8416 -0.0081 -0.0088 0.1661
H -0.8544 1.8835 0.6708 -0.1117 -0.1044 -0.0242
H 3.2092 -0.4093 0.2263 -0.2366 -0.0311 0.1211
H -0.8014 -2.0280 -0.3669 -0.1232 0.0438 0.0747
H -0.4990 -0.4670 1.4904 0.0704 0.0310 -0.1899

=====

No. 3
14
Properties=species:S:1:pos:R:3:forces:R:3 method="wB97M-V/def2-TZVPD" e_tot_ha=-419.796587 relative_energy_ev=1.165 homo_ev=-10.2421
O 1.9155 -1.7640 0.9156 -0.1040 0.3011 0.3814
O 0.5342 1.1724 1.5392 -0.7969 0.2674 -1.0777
O -0.1951 -1.2182 0.4916 -0.8149 -0.0373 0.7383
C -0.4446 1.1397 0.8133 -0.5543 -0.0162 2.3620
C 1.1541 -1.0126 0.4032 0.6474 0.4972 -2.9079
C 1.5752 -0.0062 -0.7785 0.5555 -0.8034 1.4104
C -2.1989 -0.2351 -0.2771 0.3312 0.0058 0.4353
C -1.0211 -0.1362 0.3386 0.6679 -0.1942 -1.1503
H -2.8541 0.6154 -0.3444 -0.0057 0.2106 -0.0424
H -1.1141 2.0062 0.6915 0.2983 0.2209 -0.3579
H 0.8199 0.3075 -1.5031 -0.2653 -0.1056 0.5159
H 2.3335 -0.5458 -1.3393 0.1454 -0.0243 0.0774
H 2.0399 0.8559 -0.2866 -0.0572 -0.1818 -0.4134
H -2.5445 -1.1789 -0.6641 -0.0474 -0.1403 0.0287

=====

No. 4
14
Properties=species:S:1:pos:R:3:forces:R:3 method="wB97M-V/def2-TZVPD" e_tot_ha=-419.690066 relative_energy_ev=4.064 homo_ev=-10.0100
O 1.2574 -0.8712 -0.7709 -0.5968 0.1013 -0.0636
O -0.3414 -0.7880 0.8230 -3.2815 0.1161 -2.4967
O 2.6093 0.3700 0.4851 -1.9273 -0.0206 -0.6525
C 0.3019 -1.6658 -0.1134 -0.8360 0.4186 1.6245
C 1.4895 0.2881 -0.0272 6.4317 -3.2965 1.1481
C -1.4465 0.1048 0.1145 0.7835 -1.5448 0.0001
C 0.6610 1.3665 -0.0493 -2.8438 3.1950 -1.0760
C -0.6050 1.4162 -0.3982 -1.8069 -4.8438 2.5257
H 0.9464 2.3160 0.2931 1.7524 1.0655 -0.1365
H 0.6896 -2.4167 0.6010 0.6041 0.1657 -0.7762
H -1.0817 2.3175 -0.4013 -1.4843 2.2079 -0.2211
H -2.1346 0.3074 1.1483 1.5451 -0.1696 -3.5871
H -0.3712 -2.1692 -0.8433 0.3387 0.5832 0.3629
H -1.9748 -0.5758 -0.8614 1.3212 2.0221 3.3484

=====

No. 5
14
Properties=species:S:1:pos:R:3:forces:R:3 method="wB97M-V/def2-TZVPD" e_tot_ha=-419.721344 relative_energy_ev=3.213 homo_ev=-9.7867
O -0.9179 -0.9724 -1.9372 1.0639 1.5130 0.5460
O 0.7222 1.3027 -1.4578 2.6114 1.3092 -0.4061
O 2.1681 0.6570 1.1376 1.3718 -1.0283 -4.0852
C 0.8351 0.6438 0.9610 -5.4856 1.5874 2.4227
C -1.0985 -0.7201 0.4769 0.1065 -3.0911 0.9366
C -0.0497 -0.5406 1.3600 0.1272 -2.8780 -1.3163
C 0.2480 0.8424 -0.4751 -2.4562 -1.0001 -1.6621
C -1.1054 0.0096 -0.8269 0.8963 0.7301 1.1624
H 0.3763 -1.4066 2.0700 -1.4661 2.3963 -1.2470
H 0.4068 1.4567 1.6400 0.3310 -0.3424 -1.0663
H 2.2805 0.5343 0.1246 2.0934 0.2754 2.2102
H -0.0697 -0.8313 -2.4772 -1.7940 0.2699 1.5080
H -1.7643 -1.6455 0.4354 0.9112 1.2597 0.8270
H -2.0314 0.6701 -1.0313 1.6893 -1.0010 0.1700

=====

No. 6
14
Properties=species:S:1:pos:R:3:forces:R:3 method="wB97M-V/def2-TZVPD" e_tot_ha=-419.803640 relative_energy_ev=0.973 homo_ev=-9.3356
O -1.3225 1.7556 -0.3963 -0.0688 0.0159 -0.4481
O 2.3401 0.1873 -1.0486 0.1047 0.1096 0.0110
O 0.0267 1.8501 1.3846 0.2583 0.0211 -0.3248
C -0.3746 1.2637 0.4120 -0.6967 -1.1391 0.6766
C -0.8520 -1.0214 -0.8439 -0.0029 0.0299 -0.0218
C 1.5041 -0.0942 -0.2528 0.0687 -0.9400 0.0937
C 0.0444 -0.1622 0.0153 -0.2059 1.9341 -0.1987
C 1.0825 -0.7346 0.9939 0.5291 0.2399 0.2380
H -0.4803 -1.0811 -1.8657 -0.0413 0.0271 -0.0533
H 1.2199 -0.1672 1.9059 -0.0633 0.0198 0.0816
H -0.8973 -2.0336 -0.4430 -0.0781 0.0186 0.0220
H -1.8510 -0.5943 -0.8707 -0.0581 -0.1264 -0.0213
H -1.5788 2.6403 -0.0916 0.2102 -0.1115 0.1029
H 1.1390 -1.8086 1.1010 0.0442 -0.0991 -0.1578